Entry from the Open Molecules 2025 dataset: 10 unconnected molecules or ions with the total composition C40H50N10 at a distorted geometry (the ωB97M-V functional and the def2-TZVPD basis).

```
100
Properties=species:S:1:pos:R:3:forces:R:3:lowdin_charge:R:1
C -1.3738 -1.3559 -4.2781 0.6 -0.4 -1.6 -0.104
C -1.4813 -2.6904 -4.7586 1.5 -0.3 -0.2 -0.105
C -0.5125 -2.8841 -5.7583 -0.8 1.1 0.6 -0.105
N 0.0769 -1.6292 -5.9958 -0.5 -2.3 0.2 0.007
C -0.4341 -0.7557 -5.1178 -0.6 1.6 1.3 -0.189
H -1.9624 -0.9681 -3.4598 0.2 0.3 -0.3 0.068
H -2.0906 -3.4335 -4.2658 0.1 -0.2 -0.3 0.080
H -0.1810 -3.7752 -6.2707 -0.2 0.2 -0.1 0.097
H 0.7981 -1.4453 -6.6785 -0.2 0.0 0.3 0.149
H -0.1002 0.2707 -5.1559 0.0 0.0 0.1 0.105
C 3.5264 -3.9253 -2.1334 0.9 -0.8 -1.0 -0.139
C 2.8281 -3.4762 -3.2758 -0.9 2.3 -0.2 -0.106
C 2.0633 -2.3660 -2.8744 0.4 -1.6 1.6 -0.089
N 2.1920 -2.3074 -1.4750 0.0 0.3 -1.5 0.016
C 3.1184 -3.2189 -1.0554 -0.7 0.5 0.8 -0.154
H 4.3777 -4.5856 -2.2090 -0.3 -0.3 0.4 0.091
H 2.9005 -3.7816 -4.3092 0.3 -0.1 0.2 0.081
H 1.4285 -1.6353 -3.3534 -0.1 -0.4 -0.2 0.077
H 1.6177 -1.7094 -0.8982 0.4 0.1 0.0 0.082
H 3.3770 -3.2849 -0.0089 0.1 0.0 -0.1 0.107
C -2.2839 4.3329 1.9407 0.3 -2.0 -2.9 -0.077
C -1.4469 3.8376 2.9586 1.9 0.1 -1.2 -0.126
C -0.4359 3.1188 2.2917 -0.1 -0.5 2.4 -0.155
N -0.7476 2.9481 1.0060 0.8 -0.2 -0.1 0.023
C -1.8306 3.6462 0.7041 -2.3 2.7 1.9 -0.147
H -3.1328 4.9983 1.9964 0.1 -0.1 0.0 0.080
H -1.3159 4.0746 4.0041 -0.4 0.3 -0.1 0.086
H 0.4923 2.7631 2.7141 -0.1 -0.4 0.0 0.102
H -0.3235 2.2541 0.4071 0.3 0.3 -0.2 0.100
H -2.1608 3.7009 -0.3227 -0.3 0.0 0.2 0.105
C -4.3843 -0.1910 1.2348 -0.2 2.9 -3.0 -0.162
C -4.2363 -1.1924 2.1309 1.1 0.2 2.8 -0.104
C -3.4299 -0.5665 3.1035 0.4 -2.6 2.0 -0.154
N -3.0237 0.6748 2.7726 -0.9 -0.8 -0.2 0.061
C -3.6418 0.9168 1.6054 -0.7 1.2 -1.4 -0.168
H -4.9618 -0.0829 0.3286 -0.2 -0.6 -0.1 0.101
H -4.7325 -2.1507 2.1758 0.3 0.1 0.1 0.103
H -3.1432 -0.9524 4.0706 0.1 -0.2 -0.1 0.101
H -2.5092 1.3428 3.3287 0.1 -0.2 -0.1 0.135
H -3.6100 1.8976 1.1543 0.1 -0.2 -0.1 0.096
C -2.3735 -3.8662 -1.2501 -1.2 -1.1 0.5 -0.105
C -3.1865 -2.7701 -0.8322 -0.5 -0.2 -1.8 -0.151
C -4.5305 -3.1138 -0.9958 2.1 -1.6 0.6 -0.087
N -4.4974 -4.5069 -1.2594 -1.2 1.2 -0.3 -0.009
C -3.2300 -4.9782 -1.4406 1.2 2.3 0.2 -0.107
H -1.2996 -3.7993 -1.3440 -0.1 -0.4 0.0 0.086
H -2.7680 -1.7814 -0.7155 -0.3 0.1 0.2 0.066
H -5.4058 -2.4942 -0.8679 -0.1 -0.5 0.0 0.098
H -5.3156 -5.0335 -1.5303 0.1 0.1 0.2 0.141
H -3.0122 -6.0042 -1.6980 -0.1 0.2 0.0 0.108
C 2.2495 0.4920 4.4190 -0.2 2.1 2.1 -0.117
C 1.4564 -0.5777 4.0181 0.5 0.6 -0.3 -0.146
C 0.2728 -0.4317 4.6579 -2.0 -0.5 0.1 -0.158
N 0.1991 0.7169 5.4725 3.1 -1.5 -2.0 0.044
C 1.5071 1.2642 5.3320 -0.6 -0.2 -0.8 -0.120
H 3.2849 0.6944 4.1876 -0.1 0.0 -0.2 0.088
H 1.7713 -1.2212 3.2099 -0.4 -0.6 0.4 0.098
H -0.4996 -1.1732 4.5164 -0.6 0.4 0.4 0.095
H -0.6194 1.1065 5.9180 0.4 -0.2 0.0 0.135
H 1.7622 2.2282 5.7467 -0.1 -0.2 0.2 0.094
C 0.1461 4.7839 -4.2619 0.1 1.1 1.6 -0.099
C -0.0825 4.3912 -2.8902 1.1 2.2 -0.1 -0.104
C 0.3560 5.4754 -2.0679 -1.6 -1.8 -1.8 -0.110
N 0.7059 6.5118 -2.9282 0.5 -0.8 1.8 -0.009
C 0.6835 6.0826 -4.2009 -1.3 -1.2 -1.5 -0.165
H -0.2036 4.2494 -5.1328 0.4 0.1 0.0 0.081
H -0.5793 3.4926 -2.5553 0.3 0.0 0.1 0.064
H 0.1735 5.4890 -1.0035 0.5 0.7 0.0 0.089
H 1.0839 7.4024 -2.6384 -0.1 -0.3 0.0 0.148
H 0.8356 6.7787 -5.0125 0.3 -0.1 0.1 0.104
C -0.2908 -4.6866 3.1687 -1.2 0.8 -1.3 -0.082
C 0.6451 -4.3188 2.1498 0.2 -0.1 -1.0 -0.111
C -0.0014 -3.5444 1.2003 -1.2 1.5 1.1 -0.135
N -1.2664 -3.2640 1.7096 1.1 -1.1 -1.2 0.014
C -1.4837 -4.0712 2.7562 -0.1 0.5 1.9 -0.161
H -0.1929 -5.3090 4.0459 0.2 0.0 -0.2 0.084
H 1.6770 -4.5991 1.9983 0.0 -0.3 0.4 0.083
H 0.1679 -2.9776 0.2968 1.0 -0.5 0.0 0.080
H -1.9664 -2.7152 1.2312 0.0 -0.4 0.1 0.088
H -2.4673 -3.9547 3.1868 0.1 -0.5 0.5 0.103
C 4.4933 2.6842 1.6830 1.5 -0.5 2.5 -0.110
C 4.8024 2.9578 0.3784 -0.5 0.4 -1.9 -0.166
C 6.0871 3.3517 0.2828 2.2 0.4 0.5 -0.131
N 6.6772 3.2547 1.5566 -1.1 -0.3 -1.3 0.008
C 5.7262 2.7771 2.4042 -2.0 0.6 -0.1 -0.125
H 3.4697 2.5536 2.0016 0.3 -0.5 0.5 0.078
H 4.1367 2.8620 -0.4666 -0.1 0.2 0.0 0.098
H 6.6601 3.6718 -0.5749 0.0 -0.1 0.1 0.103
H 7.5917 3.5672 1.8501 -0.2 -0.2 -0.3 0.145
H 5.9591 2.6617 3.4525 -0.2 0.0 -0.1 0.098
C 1.3276 0.4812 -0.1303 0.1 0.4 -1.4 -0.097
C 0.5854 0.7103 -1.3510 2.5 0.9 -0.3 -0.116
C -0.6962 0.4230 -1.1285 -1.9 -0.1 -1.0 -0.176
N -0.8403 0.0082 0.1451 1.0 -1.1 0.4 0.045
C 0.4326 -0.0631 0.7066 -2.3 0.2 2.3 -0.147
H 2.3469 0.7863 0.0553 0.0 -0.5 0.0 0.102
H 1.0389 1.0645 -2.2649 -0.2 0.0 0.0 0.104
H -1.5191 0.4248 -1.8279 0.0 0.1 0.2 0.109
H -1.7088 -0.2192 0.6078 0.1 0.0 0.0 0.104
H 0.4135 -0.3386 1.7507 0.6 0.0 -0.1 0.090
```
Positions in Å, forces in eV/Å.

Results
Highest occupied orbital energy   -7.693 eV
E_tot   -57186.76729 eV
2S+1   1
Net charge   0
SMILES   c1cc[nH]c1.c1cc[nH]c1.c1cc[nH]c1.c1cc[nH]c1.c1cc[nH]c1.c1cc[nH]c1.c1cc[nH]c1.c1cc[nH]c1.c1cc[nH]c1.c1cc[nH]c1
HOMO-LUMO gap   0.3066 Eh

***

Entry from the Open Molecules 2025 dataset: a molecular structure, C40H52BCsN5O2PSi (the ωB97M-V functional and the def2-TZVPD basis).

```
103
Properties=species:S:1:pos:R:3:forces:R:3:lowdin_charge:R:1
Cs -0.6112 -0.0095 -2.5178 0.1 0.2 -0.1 1.002
B -2.9593 2.2249 -5.2394 0.0 0.0 0.0 -0.456
N -2.9152 2.5403 -3.7213 0.0 0.0 -0.1 -0.117
C -2.3067 3.5839 -3.1220 0.0 -0.1 0.0 -0.106
C -2.4240 3.4357 -1.7551 0.0 0.0 0.0 -0.078
C -3.1400 2.2391 -1.6201 0.0 -0.1 0.1 -0.229
N -3.4261 1.6957 -2.8035 0.0 0.1 0.0 0.011
N -1.8560 1.1695 -5.5730 0.0 0.0 0.0 -0.128
C -2.0325 -0.1200 -5.9150 -0.1 0.1 0.0 -0.145
C -0.7926 -0.6940 -6.1106 0.2 0.0 0.0 -0.122
C 0.1043 0.3581 -5.8562 -0.1 0.0 0.0 -0.253
N -0.5442 1.4734 -5.5312 0.0 0.0 0.0 0.026
H -2.7244 3.2485 -5.8435 0.0 0.0 0.0 0.054
H -4.0265 1.7270 -5.5270 0.0 0.0 0.0 0.054
H -1.8188 4.3404 -3.7132 0.0 0.0 0.0 0.113
H -2.0169 4.0633 -0.9794 0.0 0.0 0.0 0.078
H -3.4465 1.7432 -0.7097 0.0 0.0 0.0 0.084
H -3.0253 -0.5322 -5.9908 0.0 0.0 0.0 0.108
H -0.5700 -1.7129 -6.3801 0.0 0.0 0.0 0.079
H 1.1835 0.3464 -5.8701 0.0 0.0 0.0 0.086
C -4.3258 -1.1105 -1.4372 0.0 0.0 0.0 -0.117
O -2.9709 -1.4171 -1.1661 -0.1 0.0 0.0 -0.310
C -2.7437 -1.8494 0.1614 0.0 -0.1 0.0 -0.213
C -2.4748 -0.6714 1.0733 0.1 0.0 0.1 -0.223
O -2.2278 -1.1849 2.3618 0.0 0.0 0.0 -0.197
C -1.9716 -0.1559 3.3009 0.0 0.0 -0.1 -0.114
H -4.9229 -2.0301 -1.4718 0.0 0.0 0.0 0.085
H -4.3589 -0.5871 -2.3897 0.0 0.0 0.0 0.069
H -4.7478 -0.4451 -0.6760 0.0 0.0 0.0 0.083
H -1.8625 -2.4927 0.1469 0.0 0.0 0.0 0.093
H -3.5956 -2.4275 0.5404 0.0 0.0 0.0 0.129
H -3.3257 0.0250 1.0860 0.0 0.0 0.0 0.121
H -1.6008 -0.1130 0.7110 0.0 0.0 0.0 0.107
H -2.8907 0.4023 3.5262 0.0 0.0 0.0 0.086
H -1.2303 0.5620 2.9327 0.0 0.0 0.0 0.053
H -1.6113 -0.6326 4.2116 0.0 0.0 0.0 0.085
C 4.2175 -2.9760 1.2168 0.0 0.0 0.0 -0.044
C 3.4411 -1.8260 1.8044 0.0 0.0 0.0 -0.272
C 4.0328 -1.0602 2.8040 0.0 0.0 0.0 -0.066
C 3.3930 0.0385 3.3695 0.0 -0.1 0.0 -0.085
C 2.1270 0.3924 2.9381 0.0 0.0 0.0 -0.067
C 1.5210 -0.3821 1.9595 0.0 0.0 0.0 -0.108
C 2.1475 -1.4792 1.3750 0.0 -0.1 -0.1 -0.328
P 1.1427 -2.3275 0.0808 0.0 0.1 0.1 1.114
C 1.4291 -4.0994 0.4955 0.0 0.0 0.0 -0.324
C 2.0434 -4.9566 -0.4154 0.0 0.0 0.0 -0.099
C 2.2118 -6.3043 -0.1339 0.0 0.0 0.0 -0.098
C 1.7624 -6.8144 1.0749 0.0 0.0 0.0 -0.114
C 1.1394 -5.9700 1.9830 0.0 0.0 0.0 -0.074
C 0.9539 -4.6160 1.7114 0.0 0.0 0.0 -0.276
C 0.2825 -3.7446 2.7387 0.0 0.0 0.0 -0.053
C 2.0270 -2.0268 -1.4662 0.0 0.0 -0.1 -0.422
C 3.0904 -1.1232 -1.5313 0.0 0.0 0.0 -0.147
C 3.6411 -0.6939 -2.7261 0.0 0.0 0.0 -0.144
C 3.0931 -1.2019 -3.9182 0.0 0.0 0.0 -0.146
C 2.0479 -2.0827 -3.9066 0.0 0.0 0.0 -0.120
C 1.4256 -2.5438 -2.6878 0.0 0.0 0.1 -0.502
C 0.3146 -3.3606 -2.7271 0.0 0.0 -0.1 -0.108
H 5.2770 -2.8747 1.4589 0.0 0.0 0.0 0.072
H 4.1089 -3.0096 0.1324 0.0 0.0 0.0 0.068
H 3.8687 -3.9352 1.6055 0.0 0.0 0.0 0.078
H 5.0341 -1.3223 3.1321 0.0 0.0 0.0 0.098
H 3.8960 0.6223 4.1317 0.0 0.0 0.0 0.093
H 1.5986 1.2661 3.3037 0.0 0.0 0.0 0.075
H 0.5239 -0.1129 1.6336 0.0 0.0 0.0 0.064
H 2.3949 -4.5470 -1.3543 0.0 0.0 0.0 0.095
H 2.6907 -6.9518 -0.8588 0.0 0.0 0.0 0.093
H 1.8888 -7.8653 1.3090 0.0 0.0 0.0 0.087
H 0.7804 -6.3646 2.9282 0.0 0.0 0.0 0.097
H -0.2407 -4.3553 3.4764 0.0 0.0 0.0 0.073
H -0.4372 -3.0559 2.2897 0.0 0.0 0.0 0.054
H 1.0116 -3.1237 3.2656 0.0 0.0 0.0 0.082
H 3.4849 -0.7198 -0.6041 0.0 0.0 0.0 0.096
H 4.4530 0.0209 -2.7390 0.0 0.0 0.0 0.075
H 3.4994 -0.8798 -4.8730 0.0 0.0 0.0 0.089
H 1.6304 -2.4394 -4.8433 0.0 0.0 0.0 0.093
H -0.1594 -3.7645 -1.8427 0.0 0.0 0.0 0.011
H -0.0978 -3.6505 -3.6870 0.0 0.0 0.0 0.023
C 0.2313 5.1872 4.4438 0.0 0.0 0.0 -0.201
Si -0.6780 3.6084 3.8778 0.0 -0.1 0.0 0.323
C -0.4469 2.4285 5.3389 -0.1 0.0 0.0 -0.188
C -2.5171 4.0763 3.8747 0.0 0.0 0.0 -0.189
N -0.1365 2.8614 2.4758 -0.1 0.0 0.0 -0.072
C 0.1183 3.4447 1.2852 0.0 0.0 0.0 -0.397
C -0.0489 4.8308 0.9998 0.0 0.0 0.0 -0.080
C 0.3023 5.3928 -0.2176 0.0 0.0 0.0 -0.146
C 0.8280 4.6237 -1.2480 0.0 0.0 0.0 -0.155
C 0.9654 3.2553 -1.0194 0.0 0.0 0.0 -0.144
C 0.6106 2.6819 0.1858 0.0 0.0 -0.1 -0.065
H 0.1117 5.3317 5.5227 0.0 0.0 0.0 0.008
H -0.1354 6.0885 3.9470 0.0 0.0 0.0 0.005
H 1.2997 5.1015 4.2274 0.0 0.0 0.0 0.020
H -0.8502 2.8845 6.2495 0.0 0.0 0.0 0.015
H 0.6130 2.2192 5.5072 0.0 0.0 0.0 0.016
H -0.9516 1.4721 5.1916 0.0 0.0 0.0 -0.004
H -2.8065 4.5737 4.8067 0.0 0.0 0.0 0.012
H -3.1412 3.1868 3.7534 0.0 0.0 0.0 0.006
H -2.7431 4.7503 3.0441 0.0 0.0 0.0 0.014
H -0.4529 5.4754 1.7733 0.0 0.0 0.0 0.069
H 0.1532 6.4593 -0.3618 0.0 0.0 0.0 0.087
H 1.0951 5.0602 -2.2017 0.0 0.0 0.0 0.083
H 1.3657 2.6219 -1.8066 0.0 0.0 0.0 0.083
H 0.7324 1.6125 0.3141 0.1 0.0 0.1 0.067
```
Positions in Å, forces in eV/Å.

Results
Highest occupied orbital energy   -1.144 eV
E_tot   -72263.48114 eV
2S+1   1
Net charge   -2
HOMO-LUMO gap   0.1796 Eh